No. 1
The following is a quantum chemistry calculation of 18 unconnected molecules or ions with the total composition C2H38O19 at a distorted geometry, from the OMol25 dataset.

```
59
C2H38O19, DFT wB97M-V/def2-TZVPD
O 0.40044 1.70983 -0.81537
C -0.10656 0.80583 0.11363
C 0.28644 -0.61917 -0.05737
O -0.60156 -1.31917 0.72963
H -1.16756 0.87383 -0.10537
H 0.08344 1.18683 1.12463
H 1.29244 -0.75017 0.29663
H 0.21044 -0.94617 -1.08737
O 0.11744 0.40983 -3.23837
H 0.36044 0.65983 -2.34837
H 0.85244 -0.22817 -3.30937
O 1.76644 3.17783 -2.56337
H 2.35344 3.80283 -2.12637
H 1.12444 2.73983 -1.98637
O 0.13944 -0.96517 3.39363
H -0.18756 -0.98817 2.50463
H -0.13356 -1.81117 3.79563
O -4.43256 -0.48817 0.29863
H -4.04556 0.38283 0.27463
H -4.78556 -0.59917 -0.59237
O 2.88144 1.91883 0.12163
H 2.60644 2.37383 0.90563
H 2.07644 1.55383 -0.30037
O -2.58156 -2.74517 2.03763
H -1.93956 -2.21117 1.51363
H -1.99056 -3.28217 2.60063
O 1.60544 2.82983 2.65163
H 1.90444 3.50383 3.24563
H 0.67744 2.93683 2.55763
O 0.30944 -3.76717 0.19163
H -0.07656 -2.96917 0.56763
H 0.70044 -4.12917 0.98863
O 2.68844 -2.17617 1.96863
H 2.29744 -1.49017 1.43063
H 3.60444 -1.91717 1.86763
O 2.90744 -3.39017 -0.91037
H 2.86744 -3.28217 -1.84737
H 2.02844 -3.31117 -0.55337
O -0.29356 -2.88117 -2.81937
H 0.29044 -2.15717 -2.94037
H -1.06956 -2.52717 -2.48737
O 2.04944 -1.36917 -3.35237
H 2.43244 -1.11917 -2.52037
H 2.76744 -1.27717 -3.97237
O -2.41056 -1.30217 -1.29637
H -3.17956 -1.11617 -0.70537
H -1.61456 -1.22317 -0.74937
O -2.16856 0.30983 2.17963
H -2.93656 -0.05017 1.75463
H -1.41156 -0.02817 1.67563
O 0.39244 4.05883 0.10963
H 0.34244 3.12783 -0.02837
H 0.18344 4.36183 -0.74337
O -1.05756 2.84683 2.79163
H -1.32956 1.93883 2.89163
H -1.43656 3.19683 1.97463
O -1.73156 2.65183 -2.03837
H -2.66356 2.71783 -1.80337
H -1.24856 2.35983 -1.25937
```

The net charge is -2.

What are the natural (NBO) partial charges on each atom? They are as follows, in elementary charge units: atom 1 (O): -1.020, atom 2 (C): -0.082, atom 3 (C): -0.081, atom 4 (O): -1.022, atom 5 (H): 0.128, atom 6 (H): 0.144, atom 7 (H): 0.112, atom 8 (H): 0.145, atom 9 (O): -0.985, atom 10 (H): 0.482, atom 11 (H): 0.448, atom 12 (O): -1.002, atom 13 (H): 0.462, atom 14 (H): 0.521, atom 15 (O): -0.963, atom 16 (H): 0.489, atom 17 (H): 0.445, atom 18 (O): -0.925, atom 19 (H): 0.481, atom 20 (H): 0.477, atom 21 (O): -1.027, atom 22 (H): 0.486, atom 23 (H): 0.496, atom 24 (O): -0.979, atom 25 (H): 0.516, atom 26 (H): 0.446, atom 27 (O): -0.971, atom 28 (H): 0.451, atom 29 (H): 0.500, atom 30 (O): -0.975, atom 31 (H): 0.504, atom 32 (H): 0.450, atom 33 (O): -0.936, atom 34 (H): 0.476, atom 35 (H): 0.455, atom 36 (O): -0.988, atom 37 (H): 0.459, atom 38 (H): 0.510, atom 39 (O): -0.963, atom 40 (H): 0.472, atom 41 (H): 0.484, atom 42 (O): -0.941, atom 43 (H): 0.496, atom 44 (H): 0.480, atom 45 (O): -1.022, atom 46 (H): 0.461, atom 47 (H): 0.504, atom 48 (O): -1.016, atom 49 (H): 0.468, atom 50 (H): 0.507, atom 51 (O): -1.002, atom 52 (H): 0.492, atom 53 (H): 0.457, atom 54 (O): -0.983, atom 55 (H): 0.516, atom 56 (H): 0.487, atom 57 (O): -0.955, atom 58 (H): 0.435, atom 59 (H): 0.500

---

No. 2
The following is a quantum chemistry calculation of C2H6O in the gas phase at a distorted geometry, from the OMol25 dataset.

```
9
C2H6O, DFT wB97M-V/def2-TZVPD
C -0.29063 -0.45671 0.24809
O -0.48262 0.88975 0.78896
C 0.63307 -0.43830 -0.91934
H 0.20018 -1.00812 1.08730
H -1.30653 -0.84983 0.19093
H 0.23248 1.31678 0.29921
H 1.58593 0.04537 -0.67321
H 0.92534 -1.43488 -1.31181
H 0.23469 0.09292 -1.78711
```

As for the SMILES: CCO.

What are the natural (NBO) partial charges on each atom? They are as follows, in elementary charge units: atom 1 (C): -0.080, atom 2 (O): -0.713, atom 3 (C): -0.661, atom 4 (H): 0.161, atom 5 (H): 0.187, atom 6 (H): 0.454, atom 7 (H): 0.208, atom 8 (H): 0.230, atom 9 (H): 0.213

---

Energy for the records above, in order: -1528.55132 -155.01449 hartree
Energy relative to the best compared isomer or geometry (same formula, charge and spin) for the records above, in order: 1.6460 0.3081 eV